145
Properties=species:S:1:pos:R:3:forces:R:3 method="wB97M-V/def2-TZVPD" lumo_ha=-0.0081 gap_ha=0.284 total_charge=0 relative_energy_kcal_mol=0.0
C -2.090812 -5.796783 1.767833 -0.62 -0.43 1.65
C -3.615858 -5.985806 1.758619 -0.60 0.09 -0.92
C -3.940375 -7.483219 1.958936 0.26 1.32 0.16
S -2.659820 -8.325773 1.006456 -0.60 -0.13 0.35
O -3.187217 -8.497001 -0.333786 0.46 0.23 0.34
O -2.178504 -9.475693 1.731062 0.26 0.35 -0.21
C -1.449862 -6.920272 0.968691 -0.52 0.00 -0.70
H -1.819428 -5.920849 2.822898 0.39 0.07 -0.10
H -1.831416 -4.772358 1.510134 0.23 -0.13 -0.38
H -3.994795 -5.591428 0.809700 -0.18 -0.33 -0.06
H -4.151651 -5.432631 2.529180 0.35 0.22 0.09
H -4.943551 -7.746250 1.635494 0.18 -0.20 -0.42
H -3.910846 -7.636676 3.037585 0.52 -0.66 -0.10
H -1.410682 -6.687280 -0.096459 0.03 0.02 0.00
H -0.451497 -7.199805 1.291496 -0.15 -0.30 0.21
C 6.192467 0.782808 -2.926255 0.13 0.04 -1.19
C 5.725371 2.236070 -3.179345 -0.07 0.20 1.04
C 4.353600 2.171075 -3.866883 0.42 -0.59 -0.18
S 3.658487 0.548223 -3.436380 -0.39 -0.02 -1.11
O 3.709275 -0.312336 -4.613015 0.07 0.37 0.81
O 2.367413 0.728501 -2.793785 0.66 -0.22 0.21
C 4.992339 0.069537 -2.336299 -0.14 0.59 0.65
H 7.083327 0.721873 -2.304686 -0.11 0.07 0.18
H 6.443661 0.315513 -3.883861 0.09 0.00 0.03
H 6.438966 2.846499 -3.729238 0.00 -0.26 -0.31
H 5.650105 2.735038 -2.209066 -0.26 -0.03 0.02
H 4.544038 2.162585 -4.938884 -0.47 -0.09 -0.09
H 3.580832 2.886815 -3.603088 0.29 0.27 0.13
H 5.032195 -1.012266 -2.251708 0.02 -0.01 -0.10
H 4.813973 0.550471 -1.368617 -0.42 -0.34 0.08
C -4.299893 1.556132 -1.538413 0.27 0.33 -0.41
C -3.379410 2.575129 -2.234836 0.09 -0.39 0.39
C -4.294471 3.524443 -2.986869 -0.44 -0.27 0.04
S -5.572327 2.461654 -3.710075 0.50 -0.06 -0.23
O -5.198525 2.185031 -5.084828 -0.17 -0.17 0.72
O -6.877646 2.986901 -3.413733 -0.10 0.03 0.02
C -5.238325 1.022183 -2.615748 -0.16 0.90 -0.11
H -4.839314 2.083426 -0.750335 -0.13 -0.41 0.15
H -3.713039 0.718154 -1.161872 -0.08 0.15 0.45
H -2.709759 1.948894 -2.830693 0.18 0.65 -0.44
H -2.813073 3.153767 -1.504077 0.19 -0.19 -0.02
H -3.878607 4.153241 -3.768568 0.15 -0.16 -0.07
H -4.812005 4.146850 -2.255102 -0.02 0.08 -0.08
H -4.751067 0.287219 -3.252065 -0.22 -0.24 0.10
H -6.181872 0.715867 -2.173552 -0.08 -0.32 -0.42
C -1.565214 -4.471127 -2.042960 0.10 -0.10 0.39
C -1.653008 -3.215389 -2.910264 0.12 0.70 0.04
C -3.075808 -2.660496 -2.816206 -0.65 -0.16 0.57
S -4.141925 -4.172185 -2.725895 -0.58 -0.33 -0.59
O -4.609362 -4.493917 -4.068438 0.30 0.47 0.82
O -5.127118 -4.142602 -1.663481 0.69 0.38 -0.11
C -2.769677 -5.300580 -2.390853 -0.10 -0.55 -1.93
H -1.556609 -4.210537 -0.979896 0.01 0.12 0.00
H -0.656920 -5.039176 -2.246290 0.06 0.08 0.01
H -1.403066 -3.381842 -3.958694 -0.07 -0.36 0.02
H -0.926586 -2.473872 -2.579141 -0.07 0.06 0.02
H -3.413410 -2.002290 -3.613459 0.13 -0.55 -0.51
H -3.266054 -2.044079 -1.931718 0.14 -0.50 0.38
H -2.628887 -5.609696 -3.436123 0.22 0.05 0.00
H -2.981354 -6.278293 -1.957080 -0.36 0.51 0.95
C 0.600521 -1.425153 -0.336310 -0.28 -0.38 0.57
C -0.854137 -1.507222 0.191564 0.17 0.64 -0.50
C -1.146582 -0.139569 0.797865 1.16 0.19 0.06
S 0.320645 0.144032 1.876879 -1.69 -0.53 -0.83
O 0.097610 -0.692211 3.035280 0.70 -0.33 0.04
O 0.567069 1.548730 2.101295 0.38 -0.23 -0.16
C 1.467906 -0.621019 0.651335 -0.46 0.64 -0.13
H 0.605797 -0.899549 -1.290831 -0.01 -0.02 -0.03
H 0.996426 -2.425445 -0.508946 0.10 0.02 0.03
H -1.000455 -2.314184 0.906954 -0.01 0.03 0.09
H -1.509770 -1.644805 -0.666337 -0.15 -0.26 0.14
H -2.090159 -0.039919 1.327107 0.14 0.08 0.28
H -1.014721 0.631471 0.031985 -0.32 0.04 -0.08
H 2.250229 -1.162820 1.172358 -0.05 -0.04 0.07
H 1.864132 0.220235 0.081815 0.41 0.09 0.44
C 0.997250 4.603875 -2.374750 -0.58 0.30 -0.11
C 0.329953 3.408015 -1.663428 0.78 -0.53 -0.28
C 0.308157 3.634259 -0.150681 0.65 0.95 0.37
S 0.572819 5.432086 0.075926 -1.58 0.79 -1.42
O 1.898611 5.736581 0.526451 0.59 -0.20 0.70
O -0.588284 6.050327 0.691315 0.61 -0.50 0.27
C 0.522424 5.856558 -1.683236 0.04 0.24 0.27
H 0.705220 4.645172 -3.424584 0.17 -0.20 -0.04
H 2.082024 4.512678 -2.302593 0.00 0.03 0.02
H 1.009608 2.598041 -1.937007 -0.45 -0.50 0.37
H -0.658063 3.160597 -2.043465 -0.02 0.26 -0.12
H 1.135892 3.158175 0.372250 -0.05 -0.09 -0.05
H -0.605779 3.449493 0.407475 -0.13 -0.28 -0.28
H 1.136562 6.741708 -1.842533 0.13 -0.08 0.15
H -0.503311 6.119807 -1.942753 -0.08 -0.19 0.12
C 5.339179 4.359719 3.110893 0.14 -0.63 0.71
C 6.509577 4.268934 2.102479 -1.02 0.95 0.01
C 6.277189 3.015027 1.321944 -0.30 -0.95 0.02
S 4.494017 3.056591 0.894758 0.79 1.20 0.77
O 3.895291 1.736120 0.926268 0.17 0.20 -0.28
O 4.387060 3.886817 -0.293678 -0.13 -0.68 0.28
C 4.018420 4.059484 2.387481 0.04 -0.19 -1.03
H 5.372444 5.321017 3.620190 -0.36 0.14 -0.21
H 5.426239 3.623654 3.915671 0.31 -0.10 -0.11
H 7.499353 4.274901 2.551263 -0.07 0.13 0.16
H 6.358720 5.162290 1.488700 0.55 -0.12 -0.28
H 6.474671 2.193586 2.018476 -0.32 -0.26 -0.24
H 6.872471 2.853347 0.424672 -0.15 0.22 -0.12
H 3.284153 3.451970 2.911928 0.21 -0.06 0.28
H 3.495314 4.932905 2.001028 0.13 0.04 -0.16
N 0.067588 0.641481 5.653911 0.21 0.14 1.09
C -0.043233 2.000508 5.574080 -0.14 0.20 -0.24
C -0.980943 2.420400 6.508201 0.51 -0.63 -0.59
C -1.404672 1.250041 7.185836 0.09 0.51 0.42
C -0.669640 0.194535 6.708622 -1.39 -0.35 -0.35
H 0.540088 0.021176 5.024312 0.18 0.23 -0.27
H 0.611515 2.515910 4.889547 -0.32 0.21 -0.09
H -1.363612 3.408906 6.690583 0.23 0.15 -0.10
H -2.181408 1.269036 7.934165 0.17 -0.37 0.13
H -0.822254 -0.854889 6.906606 0.25 0.00 -0.04
N 5.122776 -0.693076 3.203172 -0.06 -0.07 0.42
C 3.787687 -0.402442 3.342702 0.28 0.39 -0.25
C 3.355706 -0.972350 4.511458 -0.24 -0.25 -0.23
C 4.445287 -1.677418 5.086339 0.32 0.42 -0.44
C 5.520766 -1.440657 4.264692 0.35 -0.77 0.57
H 5.726053 -0.455507 2.441113 -0.14 0.21 -0.17
H 3.344152 0.251695 2.610000 -0.25 -0.06 0.18
H 2.349291 -0.936638 4.880428 -0.08 0.01 0.07
H 4.462785 -2.294170 5.967353 -0.07 0.12 0.11
H 6.536345 -1.785949 4.385072 -0.03 0.04 -0.20
N -4.509855 1.157646 3.395138 0.52 0.10 0.57
C -3.324290 0.605670 3.788948 0.35 0.05 -0.12
C -3.382817 -0.743222 3.564870 -0.12 -0.22 -0.57
C -4.674917 -1.018527 3.022127 -1.05 0.46 0.31
C -5.361694 0.175407 2.984980 0.26 0.44 -0.29
H -4.659965 2.149243 3.402699 -0.34 -0.02 0.08
H -2.532064 1.205377 4.212367 0.04 0.02 -0.11
H -2.538961 -1.411236 3.626489 -0.09 -0.10 0.36
H -5.230417 -1.919200 2.808155 0.62 -0.34 -0.06
H -6.365445 0.467499 2.722808 -0.05 -0.39 -0.16
N -0.594305 -0.988099 -6.518308 0.75 -0.27 0.01
C 0.178435 -0.857202 -5.394300 -0.21 -0.18 0.45
C -0.640959 -0.394845 -4.402801 -0.26 0.58 0.06
C -1.932417 -0.180905 -4.969817 0.21 -0.25 0.60
C -1.872445 -0.593944 -6.268194 -0.23 0.19 -0.42
H -0.264834 -1.427150 -7.358083 -0.11 0.13 -0.14
H 1.223211 -1.112425 -5.327818 0.01 -0.03 -0.30
H -0.367382 -0.149894 -3.387765 0.21 -0.02 -0.07
H -2.776898 0.199409 -4.419153 -0.16 0.08 -0.31
H -2.593319 -0.581911 -7.068432 -0.12 -0.04 0.14